(1)
Formula: C21H24BKN9
Source: the OMol25 dataset
Level of theory: ωB97M-V with the def2-TZVPD basis set

## Properties
2S+1: 2
Total energy (hartree): -1932.24993
HOMO level (alpha / beta) (eV): -8.63 / -8.63
LUMO (alpha / beta) (Ha): 0.00650 / -0.03501
Orbital gap (alpha / beta) (Ha): 0.32349 / 0.28198
Expectation value of S²: 0.759
Total charge: 0

Geometry as XYZ:
```
56
Properties=species:S:1:pos:R:3:forces:R:3
K 0.7638 0.3016 -0.4488 0.22 0.90 -0.27
C -3.0049 -0.3713 -2.0373 0.08 0.00 -0.04
C -1.8723 -0.5527 -2.8557 0.03 0.01 0.00
N -0.8696 -1.1139 -2.1977 -0.40 -0.03 0.25
N -1.3314 -1.3053 -0.9265 -0.01 -0.40 -0.22
C -2.6101 -0.8720 -0.8211 0.11 -0.06 0.10
B -0.5717 -2.1865 0.1514 0.02 -0.14 0.03
N 0.7440 -2.7275 -0.4422 0.00 0.22 -0.04
C 1.1269 -4.0246 -0.4729 -0.10 0.15 0.04
C 2.3692 -4.0913 -1.0532 0.07 0.07 -0.03
C 2.6803 -2.7512 -1.3478 0.00 -0.03 0.00
N 1.7102 -1.9311 -0.9824 0.09 -1.01 0.03
N -0.2955 -1.3428 1.4347 0.23 -0.23 0.10
C -1.1910 -0.9210 2.3570 -0.01 -0.11 -0.18
C -0.5123 -0.2930 3.3704 0.13 -0.02 0.01
C 0.8388 -0.3973 2.9841 -0.07 -0.02 0.01
N 0.9751 -1.0229 1.8259 -0.43 -0.13 0.27
N -1.4973 -3.3562 0.4975 -0.10 0.20 0.11
C -2.2144 -4.0777 -0.3978 0.07 0.00 0.01
C -2.7961 -5.1232 0.2733 0.00 0.00 0.08
C -2.3719 -4.9465 1.6078 -0.01 -0.04 0.08
N -1.5919 -3.8871 1.7439 0.02 -0.06 -0.38
H -3.9642 0.0443 -2.2954 0.02 -0.01 -0.01
H -1.7426 -0.2961 -3.8977 -0.03 -0.02 0.05
H -3.1548 -0.9894 0.1022 -0.02 0.03 -0.04
H 0.4875 -4.7957 -0.0736 0.05 0.02 -0.03
H 2.9607 -4.9730 -1.2333 -0.01 0.05 0.00
H 3.5700 -2.3499 -1.8116 -0.03 -0.04 0.01
H -2.2392 -1.1480 2.2487 0.03 0.03 0.04
H -0.9248 0.1421 4.2647 0.03 -0.01 -0.02
H 1.7189 -0.0557 3.5090 -0.06 0.01 -0.02
H -2.2402 -3.7956 -1.4401 -0.01 -0.02 0.06
H -3.4325 -5.8916 -0.1329 0.02 0.03 0.03
H -2.6074 -5.5446 2.4766 0.00 0.03 -0.06
C 1.5334 3.0251 -2.2712 -0.05 0.05 0.03
N 0.2710 2.7299 -1.5924 0.00 0.34 -0.18
C -0.8123 2.7224 -2.5733 0.06 -0.03 0.05
C -0.0230 3.7194 -0.5584 0.20 -0.01 0.06
C 0.9573 3.6972 0.5957 0.06 -0.11 0.03
C 1.2108 4.8398 1.3589 0.01 0.14 0.03
C 2.1072 4.8149 2.4206 -0.01 -0.11 -0.06
C 2.7936 3.6494 2.7459 0.02 0.07 0.07
C 2.5736 2.4838 2.0137 -0.16 0.14 -0.13
C 1.6610 2.5873 0.9973 0.06 0.13 0.03
H 1.4921 3.9898 -2.7984 0.01 0.02 0.00
H 1.7480 2.2480 -3.0071 -0.04 0.00 0.03
H 2.3569 3.0631 -1.5586 -0.03 -0.01 0.02
H -0.9301 3.7060 -3.0534 -0.01 0.00 0.01
H -1.7505 2.4462 -2.0925 0.00 0.00 0.00
H -0.6004 1.9848 -3.3460 0.01 0.01 0.01
H -1.0298 3.5207 -0.1834 -0.01 -0.04 0.04
H -0.0410 4.7360 -0.9820 -0.01 0.04 -0.01
H 0.7025 5.7650 1.1038 0.02 -0.03 0.02
H 2.2808 5.7172 2.9924 0.00 -0.01 -0.01
H 3.5003 3.6411 3.5669 -0.02 0.02 -0.01
H 3.0895 1.5597 2.2422 -0.02 0.02 -0.01
```
Forces are in eV/Å.

What are the Löwdin partial charges on each atom? They are as follows, in elementary charge units: atom 1 (K): 0.841, atom 2 (C): -0.067, atom 3 (C): -0.181, atom 4 (N): 0.036, atom 5 (N): -0.085, atom 6 (C): -0.098, atom 7 (B): -0.704, atom 8 (N): -0.010, atom 9 (C): -0.064, atom 10 (C): -0.062, atom 11 (C): -0.159, atom 12 (N): -0.054, atom 13 (N): -0.062, atom 14 (C): -0.099, atom 15 (C): -0.055, atom 16 (C): -0.173, atom 17 (N): 0.010, atom 18 (N): -0.039, atom 19 (C): -0.097, atom 20 (C): -0.072, atom 21 (C): -0.169, atom 22 (N): 0.084, atom 23 (H): 0.092, atom 24 (H): 0.103, atom 25 (H): 0.120, atom 26 (H): 0.121, atom 27 (H): 0.087, atom 28 (H): 0.099, atom 29 (H): 0.115, atom 30 (H): 0.090, atom 31 (H): 0.097, atom 32 (H): 0.128, atom 33 (H): 0.086, atom 34 (H): 0.095, atom 35 (C): -0.088, atom 36 (N): -0.338, atom 37 (C): -0.097, atom 38 (C): -0.170, atom 39 (C): -0.226, atom 40 (C): -0.037, atom 41 (C): -0.078, atom 42 (C): -0.078, atom 43 (C): -0.088, atom 44 (C): 0.021, atom 45 (H): 0.095, atom 46 (H): 0.093, atom 47 (H): 0.084, atom 48 (H): 0.094, atom 49 (H): 0.084, atom 50 (H): 0.080, atom 51 (H): 0.134, atom 52 (H): 0.129, atom 53 (H): 0.116, atom 54 (H): 0.105, atom 55 (H): 0.106, atom 56 (H): 0.104



(2)
Formula: C20H31ClN2OPb
Source: the OMol25 dataset
Level of theory: ωB97M-V with the def2-TZVPD basis set

## Properties
Total energy (hartree): -1617.77897
HOMO level (alpha / beta) (eV): -14.50 / -14.65
LUMO (alpha / beta) (Ha): -0.39379 / -0.38446
Orbital gap (alpha / beta) (Ha): 0.13914 / 0.15403
Total charge: +2

Geometry as XYZ:
```
56
Properties=species:S:1:pos:R:3:forces:R:3
C -1.3182 -6.5811 -0.0222 -0.34 -1.81 0.00
C -2.3943 -6.8748 1.0304 0.00 0.30 0.06
C -1.8087 -7.0140 -1.4093 0.03 0.27 -0.07
C -0.0285 -7.3309 0.3339 0.13 0.26 0.03
Cl -0.9856 -4.8116 -0.0461 0.12 0.59 -0.01
H -2.0238 -8.0900 -1.4184 0.09 0.23 0.14
H -1.0491 -6.8178 -2.1731 -0.11 -0.01 0.11
H -2.7278 -6.4861 -1.6837 0.14 -0.06 0.05
H -2.6155 -7.9495 1.0595 0.15 0.22 -0.12
H -3.3258 -6.3474 0.8002 0.15 -0.06 0.03
H -2.0576 -6.5760 2.0285 -0.05 -0.02 -0.16
H -0.2107 -8.4130 0.3564 -0.10 0.27 -0.05
H 0.3378 -7.0334 1.3220 -0.05 -0.02 -0.15
H 0.7560 -7.1391 -0.4053 -0.11 0.00 0.10
C -2.5546 1.2878 -0.5436 0.64 -0.17 -0.28
C -1.9934 0.4303 -1.5616 0.22 0.87 0.27
C -2.2189 -0.9203 -1.1507 -0.42 -0.45 1.02
H -1.6045 0.7519 -2.5282 -0.33 -0.06 0.26
C -2.8615 -0.9065 0.1131 0.23 -0.44 -0.39
C -3.0592 0.4408 0.5022 0.20 -0.02 -0.29
H -3.5738 0.8055 1.3925 0.17 -0.23 -0.29
H -2.7122 2.3595 -0.6404 0.17 -0.29 0.10
H -1.9968 -1.8059 -1.7398 0.01 0.16 0.19
H -3.1959 -1.7925 0.6702 0.29 0.53 -0.32
C 3.0145 -0.5515 -0.0675 0.05 0.53 -0.24
C 2.5642 0.5318 -0.8768 0.09 -0.03 0.42
C 1.6000 0.0092 -1.8120 -0.20 -0.14 -0.21
H 2.9417 1.5518 -0.8837 -0.16 -0.26 0.14
C 1.5553 -1.4058 -1.6339 0.28 -0.45 0.44
C 2.4144 -1.7434 -0.5581 -0.26 -0.35 -0.43
H 2.6141 -2.7528 -0.1792 -0.20 0.51 -0.23
H 3.7124 -0.4632 0.7648 -0.16 -0.12 -0.34
H 1.0675 0.5794 -2.5767 0.41 -0.22 0.12
H 0.9783 -2.1069 -2.2330 0.12 0.19 0.19
Pb -0.0418 0.8228 0.2516 -1.28 1.10 -0.43
C 2.7117 4.1657 -1.2388 0.25 0.00 -0.30
N 1.9402 4.5622 -0.0717 -0.52 -0.80 -0.53
C 2.6862 5.0917 1.0480 0.45 0.17 0.37
C 1.8395 6.0056 1.8897 0.14 0.57 0.16
C 0.4786 5.4190 2.1604 0.15 0.14 0.47
N -0.1111 4.8743 0.9549 -0.36 -0.68 -0.51
C -1.5585 4.7130 0.9741 -0.24 -0.24 0.06
C 0.6428 4.1770 0.0685 0.31 -0.13 0.45
O 0.1598 3.1888 -0.5910 0.02 0.08 0.15
H 2.1514 3.4549 -1.8531 0.08 0.22 0.15
H 3.6716 3.7251 -0.9324 -0.21 0.03 -0.05
H 2.9431 5.0506 -1.8594 -0.12 -0.35 0.29
H 3.0681 4.2582 1.6606 0.00 0.07 -0.17
H 3.5533 5.6320 0.6619 -0.09 -0.05 0.03
H 1.7342 6.9658 1.3808 -0.04 -0.02 0.05
H 2.3407 6.1804 2.8436 -0.01 0.12 -0.10
H -0.1917 6.1932 2.5372 0.07 -0.11 0.07
H 0.5528 4.6250 2.9283 -0.14 0.22 -0.20
H -1.8809 3.8762 1.6197 0.08 0.21 -0.12
H -1.9933 5.6414 1.3776 0.14 -0.40 -0.23
H -1.9365 4.5430 -0.0407 0.15 0.13 0.30
```
Forces are in eV/Å.

What are the Löwdin partial charges on each atom? They are as follows, in elementary charge units: atom 1 (C): -0.958, atom 2 (C): -0.116, atom 3 (C): -0.118, atom 4 (C): -0.118, atom 5 (Cl): 0.565, atom 6 (H): 0.096, atom 7 (H): 0.079, atom 8 (H): 0.080, atom 9 (H): 0.097, atom 10 (H): 0.080, atom 11 (H): 0.081, atom 12 (H): 0.097, atom 13 (H): 0.080, atom 14 (H): 0.079, atom 15 (C): -0.208, atom 16 (C): -0.192, atom 17 (C): -0.092, atom 18 (H): 0.122, atom 19 (C): -0.081, atom 20 (C): -0.081, atom 21 (H): 0.129, atom 22 (H): 0.108, atom 23 (H): 0.119, atom 24 (H): 0.129, atom 25 (C): -0.026, atom 26 (C): -0.134, atom 27 (C): -0.131, atom 28 (H): 0.096, atom 29 (C): -0.031, atom 30 (C): 0.000, atom 31 (H): 0.143, atom 32 (H): 0.137, atom 33 (H): 0.126, atom 34 (H): 0.135, atom 35 (Pb): 1.574, atom 36 (C): -0.029, atom 37 (N): -0.081, atom 38 (C): -0.150, atom 39 (C): -0.140, atom 40 (C): -0.144, atom 41 (N): -0.083, atom 42 (C): -0.020, atom 43 (C): -0.439, atom 44 (O): -0.185, atom 45 (H): 0.078, atom 46 (H): 0.095, atom 47 (H): 0.116, atom 48 (H): 0.137, atom 49 (H): 0.138, atom 50 (H): 0.134, atom 51 (H): 0.133, atom 52 (H): 0.134, atom 53 (H): 0.142, atom 54 (H): 0.096, atom 55 (H): 0.110, atom 56 (H): 0.091



Number 1: largest force on an atom 1.01 eV Å⁻¹. Number 2: largest force on an atom 1.85 eV Å⁻¹.